No. 1
26
Properties=species:S:1:pos:R:3:forces:R:3 method="wB97M-V/def2-TZVPD" multiplicity=2 charge=-1 e_above_lowest_ev=0.000 s2=0.790 homo_lumo_gap_ha="0.1966 / 0.2735" max_force_ha_per_bohr=0.0038 homo_energy_ev="-2.18 / -4.27"
Hg 0.9440 0.7649 -2.1310 0.01 -0.01 -0.03
N 0.0972 -3.0032 -0.5697 -0.05 0.19 -0.02
C 0.5693 -2.4898 -1.7515 -0.04 -0.10 0.11
O -0.0641 -2.5530 -2.7902 0.05 -0.07 -0.09
C 1.9708 -1.9142 -1.6798 -0.01 0.05 0.06
C 2.1900 -0.8034 -2.7022 0.00 0.03 0.04
H -0.8921 -3.1996 -0.6031 -0.03 -0.07 -0.04
H 0.3475 -2.4588 0.2485 0.08 0.00 0.01
H 2.6613 -2.7541 -1.8252 -0.01 0.01 -0.09
H 2.1307 -1.5346 -0.6698 0.04 -0.07 0.01
H 1.9488 -1.1402 -3.7079 -0.02 0.00 0.01
H 3.2283 -0.4718 -2.6866 0.01 0.00 -0.02
Cl -2.8681 2.7516 4.0971 0.01 0.00 -0.01
C -1.8889 1.9449 2.8781 0.00 0.00 0.00
C -1.3001 0.7296 3.1915 0.00 0.00 0.00
C -0.5343 0.1226 2.1962 -0.01 0.01 0.02
Cl 0.2190 -1.4143 2.5937 0.00 0.00 0.00
C -0.3118 0.6370 0.9101 -0.02 0.00 0.01
O 0.4118 0.0006 0.0531 0.00 0.01 0.01
C -0.9485 1.9196 0.6203 0.00 0.01 0.01
C -0.8690 2.6290 -0.5865 -0.01 0.00 -0.03
O -0.2641 2.3847 -1.7346 0.02 -0.01 0.03
C -1.7289 2.5297 1.6483 -0.01 0.00 0.00
H -1.4252 0.2686 4.1593 0.00 0.00 0.00
H -1.4175 3.5741 -0.6022 0.00 0.00 0.00
H -2.2062 3.4802 1.4439 0.00 0.00 0.00


No. 2
10
Properties=species:S:1:pos:R:3:forces:R:3 method="wB97M-V/def2-TZVPD" multiplicity=5 charge=+3 e_above_lowest_ev=3.156 s2=6.027 homo_lumo_gap_ha="0.3350 / 0.2618" max_force_ha_per_bohr=0.1508 homo_energy_ev="-23.98 / -24.42"
O 1.9194 0.8548 0.0538 1.50 2.29 -0.08
C 1.6988 -0.4175 0.4160 4.24 -1.85 -6.22
O 0.4660 -0.8229 0.2113 -4.56 0.33 1.79
O 2.6485 -1.0542 -0.0627 -1.37 -0.91 2.81
Rh 0.2712 2.0482 -0.0111 0.23 1.75 -0.10
C -0.5364 0.1567 0.1287 4.90 -1.25 0.35
C -1.7906 -0.1674 0.1716 -6.88 -1.73 0.36
O -2.9652 -0.3108 0.2159 4.72 0.71 -0.10
Li -4.6108 -0.7421 -0.6100 -1.31 -0.38 -0.33
H 2.8991 0.4552 -0.5137 -1.48 1.05 1.53


No. 3
86
Properties=species:S:1:pos:R:3:forces:R:3 method="wB97M-V/def2-TZVPD" multiplicity=1 charge=-1 e_above_lowest_ev=4.540 homo_lumo_gap_ha=0.3140 max_force_ha_per_bohr=0.0811 homo_energy_ev=-6.29
Cl 0.1189 -7.0147 -7.6773 1.90 -3.18 -0.71
O 1.1249 -6.6241 -8.6028 0.98 1.10 -1.36
O -1.1200 -7.1803 -8.3897 -0.64 -0.36 0.27
O 0.6352 -8.3007 -7.1235 -1.68 1.37 -0.01
O -0.0076 -6.0275 -6.6818 -0.59 1.14 1.76
O 0.4583 -2.8576 -10.9810 0.09 0.19 -0.27
H -0.1145 -2.2831 -10.4731 -0.14 0.10 0.12
H 0.5725 -3.6314 -10.4292 0.06 -0.37 0.18
O -4.3759 -6.6632 -11.7629 -0.14 0.14 -0.23
H -4.7929 -7.4557 -11.4247 -0.11 -0.23 0.08
H -3.7350 -6.4248 -11.0931 0.27 0.07 0.19
O 0.1852 -10.0274 -12.2623 -0.06 -0.08 -0.32
H -0.2078 -9.5038 -11.5640 -0.08 0.24 0.23
H 0.7332 -10.6651 -11.8048 0.18 -0.15 0.13
C 1.7683 -2.0418 -2.5271 0.51 0.65 -0.09
C 2.0096 -3.3816 -1.8309 -0.16 0.23 -0.37
C 2.0470 -3.3346 -0.3811 0.93 0.93 2.21
O 0.9767 -4.2687 -2.1317 -0.02 -0.30 -1.33
H 0.9452 -1.4332 -2.1527 -0.15 -0.33 0.41
H 1.5813 -2.1262 -3.5976 -0.02 -0.51 -0.12
H 2.6586 -1.4144 -2.4872 0.16 0.04 0.24
H 3.0208 -3.7067 -2.0754 0.00 -0.63 -1.01
H 2.0657 -4.2732 0.1728 -0.52 -0.41 -0.65
H 1.2357 -2.7112 -0.0054 0.26 0.14 0.39
H 3.0593 -2.9886 -0.1721 -0.17 0.97 0.72
H 0.9108 -4.1119 -3.0765 -0.82 -0.81 -0.42
C 6.6542 -5.0685 -8.5991 1.75 3.06 -2.23
C 6.2788 -6.1070 -7.7257 -0.78 -1.80 1.60
C 5.5777 -5.5417 -6.5109 -1.31 -1.63 0.60
O 5.6054 -7.1234 -8.4655 0.17 -0.55 0.62
H 7.4656 -5.3885 -9.2527 0.11 0.17 -0.12
H 6.9947 -4.2691 -7.9410 0.43 0.43 -0.47
H 5.8890 -4.6501 -9.2529 -0.38 -0.19 0.24
H 7.1861 -6.5500 -7.3151 0.14 -0.46 -0.20
H 5.4325 -6.3800 -5.8296 -0.02 -0.04 0.31
H 4.5539 -5.2542 -6.7505 0.03 0.60 -0.07
H 6.1304 -4.7862 -5.9525 -0.02 0.12 -0.43
H 4.6551 -6.9892 -8.4866 -0.23 0.24 0.14
C -5.1397 -3.1338 -6.8156 -0.04 0.32 0.58
C -4.6627 -3.2583 -5.3251 -0.52 -1.34 -2.12
C -4.8898 -4.6292 -4.7049 0.64 0.31 0.50
O -3.2807 -2.9308 -5.3082 -0.29 0.74 0.80
H -5.9043 -3.8485 -7.1202 -0.07 -0.08 0.24
H -4.2937 -3.2412 -7.4944 0.06 -0.17 0.16
H -5.5365 -2.1330 -6.9857 -0.04 0.06 -0.06
H -5.2833 -2.6344 -4.6819 0.62 0.80 -0.09
H -4.3815 -5.4763 -5.1655 -0.07 0.11 -0.44
H -5.9483 -4.8467 -4.5617 0.07 -0.03 0.02
H -4.3855 -4.4666 -3.7524 -0.33 -0.59 0.50
H -2.7739 -3.7320 -5.4590 0.04 -0.18 -0.10
C 5.3008 -13.2192 -8.7553 1.72 0.14 1.02
C 4.9002 -12.4345 -9.9640 -0.10 0.33 -0.38
C 5.0789 -13.2106 -11.2502 0.64 0.13 -0.38
O 3.5405 -12.2370 -9.8673 -2.66 0.46 -0.33
H 6.3716 -13.1695 -8.5576 0.61 -0.86 -0.91
H 4.9043 -14.2308 -8.8420 0.22 0.01 0.28
H 5.0956 -12.7890 -7.7750 -1.37 0.31 -0.20
H 5.4072 -11.4792 -10.0998 0.29 0.15 0.41
H 4.7602 -14.2419 -11.0989 0.38 -0.12 -0.18
H 6.1110 -13.0677 -11.5702 0.28 -0.82 0.11
H 4.5249 -12.8159 -12.1019 -0.41 0.28 0.38
H 3.2679 -11.4833 -9.3389 0.35 0.05 0.21
C -0.6850 -12.6141 -3.6408 -1.23 2.04 -0.35
C -1.3271 -13.5867 -2.6836 -0.38 -0.31 -0.44
C -2.8718 -13.7860 -2.7902 0.59 0.58 -0.58
O -0.6887 -14.7743 -3.0695 0.47 -1.82 0.13
H -1.2690 -11.6940 -3.6593 0.29 0.64 0.72
H -0.7884 -12.7838 -4.7125 0.14 -1.26 0.06
H 0.3628 -12.4022 -3.4277 -0.19 -0.09 0.14
H -1.0275 -13.3917 -1.6538 -0.15 0.52 0.12
H -3.2629 -14.5818 -2.1562 0.34 -0.12 0.02
H -3.0672 -14.0290 -3.8346 -0.09 -0.26 -0.02
H -3.4804 -12.9038 -2.5911 0.30 0.27 0.21
H -0.5634 -15.3391 -2.3034 -0.10 -0.17 -0.03
C -7.6352 -10.2474 -7.9681 1.24 -0.30 0.18
C -6.0768 -10.2475 -7.8553 -2.64 -2.57 0.33
C -5.5427 -11.6294 -7.3164 -0.27 1.35 0.80
O -5.6498 -10.0926 -9.1700 1.22 1.03 -0.11
H -8.0994 -10.5165 -7.0193 -0.14 0.16 -0.07
H -7.8456 -11.0125 -8.7154 -0.26 -0.06 0.05
H -7.9918 -9.2950 -8.3602 -0.01 0.02 0.23
H -5.7411 -9.4557 -7.1857 0.17 0.12 -0.02
H -5.7340 -12.5684 -7.8358 -0.38 0.50 -0.65
H -6.0034 -11.7336 -6.3340 0.34 -0.19 0.34
H -4.4617 -11.5314 -7.2165 0.07 -0.14 0.22
H -4.7602 -9.8093 -8.9464 0.73 0.12 -1.32


No. 4
136
Properties=species:S:1:pos:R:3:forces:R:3 method="wB97M-V/def2-TZVPD" multiplicity=1 charge=-1 e_above_lowest_ev=0.000 homo_lumo_gap_ha=0.1169 max_force_ha_per_bohr=0.0816 homo_energy_ev=-2.62
C 5.2830 5.5307 4.6019 -0.20 0.31 -0.15
C 4.7608 5.2837 3.1674 0.57 -0.66 0.40
C 4.6501 3.7701 2.8157 -0.29 0.64 0.02
C 5.6158 3.3777 1.6970 -0.14 -0.13 -0.19
C 5.1112 3.6792 0.2744 -0.09 -0.32 0.13
C 3.7951 2.9740 -0.0903 0.46 -0.18 -0.07
C 3.9737 1.4402 -0.2280 -0.96 0.27 0.68
C 2.8499 0.7088 0.5305 -0.37 -0.25 -0.60
C 3.0679 -0.7971 0.7012 0.20 0.39 -0.44
C 4.2632 -1.1997 1.5883 -0.48 0.17 -0.29
C 4.5483 -0.2881 2.7812 0.25 -0.73 0.53
C 3.7000 -0.5286 4.0442 0.30 0.31 -0.06
C 3.7730 -1.9663 4.5885 -0.25 0.15 0.59
C 2.4239 -2.6727 4.8241 0.21 -0.31 -0.60
C 1.3724 -2.5335 3.7107 -0.53 -0.26 0.14
C -0.0438 -2.3241 4.2752 0.29 0.50 -0.28
C -1.0563 -1.8912 3.2061 0.46 -0.19 0.20
C -0.7708 -0.4929 2.6046 -0.54 0.11 -0.71
C -1.9962 0.2526 2.0362 -0.47 -0.65 0.43
C -2.9191 0.6285 3.2331 0.87 0.99 -1.12
C -2.7211 2.1213 3.6435 0.04 -0.51 0.30
C -2.1644 2.2530 5.0688 -0.77 0.16 -0.42
C -2.1005 3.7053 5.5537 0.60 -0.66 0.38
N -3.4310 4.1992 5.9946 -0.73 -0.06 -1.23
C -3.9745 5.2015 5.1292 0.75 1.02 0.19
N -3.4457 6.3588 5.0016 -0.37 -0.68 -0.18
N -5.1401 4.8956 4.3613 0.52 -0.52 0.60
C -2.7528 -0.6820 1.0520 0.00 1.26 0.53
C -3.0796 0.1309 -0.1743 1.30 -1.94 -3.49
O -2.6774 -0.1857 -1.3238 -1.20 1.45 3.44
O -3.8917 1.2684 0.0197 0.77 0.15 -0.06
C -3.4844 2.3994 -0.6525 0.13 0.48 -3.38
C -3.1110 3.5687 0.2294 -0.20 -0.24 -0.25
O -3.4583 2.4844 -1.8969 -0.22 -0.37 3.63
H 6.3216 5.8645 4.6015 0.01 -0.06 0.02
H 5.2240 4.6403 5.2284 -0.08 0.00 -0.04
H 4.6925 6.3139 5.0807 0.11 -0.01 0.12
H 3.8054 5.7881 3.0327 0.03 -0.01 -0.09
H 5.4906 5.7093 2.4758 -0.27 0.27 -0.11
H 4.8107 3.1726 3.7165 0.14 -0.01 -0.08
H 3.6094 3.5978 2.5336 0.11 -0.32 -0.11
H 6.5560 3.9172 1.8551 0.03 -0.07 -0.01
H 5.8773 2.3163 1.7297 -0.12 0.00 0.18
H 5.0341 4.7597 0.1178 0.01 -0.05 -0.02
H 5.8635 3.2697 -0.4090 0.07 0.38 -0.11
H 3.4237 3.3853 -1.0323 0.01 0.00 0.04
H 3.0164 3.1640 0.6498 0.04 0.15 0.00
H 3.8789 1.1833 -1.2850 0.42 -0.25 0.05
H 4.9266 1.0990 0.1808 0.19 0.14 -0.29
H 2.6079 1.1939 1.4811 0.24 -0.04 0.05
H 1.9390 0.8206 -0.0714 -0.05 0.08 0.16
H 2.1178 -1.2391 1.0060 0.14 -0.09 0.24
H 3.2744 -1.1888 -0.3037 -0.15 -0.14 0.06
H 5.1513 -1.2488 0.9515 0.03 0.09 0.08
H 4.0850 -2.2278 1.9177 0.14 0.06 0.11
H 5.5787 -0.5003 3.0977 0.03 0.13 -0.10
H 4.5214 0.7694 2.5219 -0.07 -0.02 -0.14
H 2.6695 -0.1859 3.9168 -0.02 -0.16 -0.14
H 4.1328 0.1335 4.8020 -0.18 0.05 0.01
H 4.2535 -1.9022 5.5709 0.12 -0.17 -0.09
H 4.4270 -2.6072 3.9926 -0.08 0.16 -0.21
H 2.6482 -3.7417 4.9051 -0.06 0.05 0.34
H 1.9919 -2.3662 5.7801 0.03 0.14 -0.05
H 1.3674 -3.4439 3.0999 0.05 0.09 -0.08
H 1.5586 -1.7089 3.0222 0.25 0.03 0.16
H 0.0448 -1.4976 4.9940 -0.17 -0.12 0.13
H -0.3784 -3.2103 4.8243 0.03 -0.01 0.00
H -2.0580 -1.9498 3.6410 -0.03 0.10 -0.12
H -1.0063 -2.6090 2.3783 -0.23 -0.10 0.12
H -0.2975 0.1721 3.3399 0.18 -0.18 0.03
H -0.0752 -0.6381 1.7678 0.26 0.15 0.23
H -3.9589 0.4792 2.9280 -0.05 -0.11 0.33
H -2.6685 0.0295 4.1236 -0.38 -0.21 0.01
H -2.0113 2.5618 2.9429 0.02 0.01 0.02
H -3.6683 2.6629 3.5331 0.02 0.10 0.17
H -2.8312 1.6636 5.7127 0.20 0.11 0.28
H -1.1849 1.7706 5.1137 0.04 0.12 0.01
H -1.3869 3.7446 6.3818 -0.12 0.28 0.06
H -1.7042 4.3113 4.7374 -0.09 0.21 0.10
H -4.0499 3.4004 5.9074 0.05 -0.10 0.37
H -2.6202 6.4171 5.5922 0.01 -0.01 0.04
H -5.4754 3.9805 4.6415 -0.19 0.01 -0.11
H -4.8337 4.7795 3.4008 -0.19 0.33 -0.12
H -3.6784 -1.0872 1.4951 -0.03 -0.21 -0.22
H -2.0932 -1.4830 0.7222 -0.27 -0.13 -0.25
H -2.6591 3.2165 1.1497 -0.07 -0.02 0.08
H -4.0111 4.1612 0.4210 -0.02 -0.16 0.17
H -2.4307 4.2193 -0.3182 0.01 -0.15 -0.03
C 5.8916 -5.3169 -7.2631 0.00 0.05 0.02
C 6.6850 -4.2505 -6.8522 -0.05 -0.03 0.01
C 6.1546 -3.2629 -6.0399 0.14 -0.05 -0.07
C 4.8248 -3.3305 -5.6429 -0.08 -0.06 -0.03
C 4.0234 -4.3883 -6.0731 0.04 0.08 0.04
C 4.5645 -5.3855 -6.8753 0.11 -0.07 -0.09
C 2.5809 -4.4578 -5.6975 -0.17 -0.15 -0.03
O 1.8912 -5.3843 -6.0715 0.03 0.00 -0.01
C 2.0184 -3.3626 -4.8649 0.08 0.07 0.01
C 0.6648 -3.3762 -4.5473 -0.09 0.06 0.07
C 0.1269 -2.3704 -3.7609 -0.01 -0.01 -0.01
C 0.9416 -1.3503 -3.2816 -0.11 -0.01 0.02
C 2.2871 -1.3282 -3.5988 -0.01 0.12 0.08
C 2.8326 -2.3258 -4.3968 -0.02 -0.12 -0.07
C 4.2745 -2.2667 -4.7529 0.08 0.20 0.11
O 4.9908 -1.3780 -4.3397 0.01 -0.02 -0.03
H 6.3101 -6.0926 -7.8911 0.00 0.00 0.00
H 7.7193 -4.1925 -7.1656 0.01 -0.01 0.01
H 6.7681 -2.4346 -5.7131 -0.08 0.04 0.08
H 3.9420 -6.2093 -7.1959 -0.10 0.05 0.04
H 0.0357 -4.1730 -4.9191 0.08 -0.06 -0.04
H -0.9272 -2.3762 -3.5158 0.00 0.03 0.03
H 0.5202 -0.5705 -2.6623 -0.07 0.00 0.04
H 2.9135 -0.5288 -3.2267 0.12 -0.06 -0.07
C -9.2215 -4.5368 -4.7176 0.01 0.03 0.03
C -9.4342 -4.0405 -3.4352 0.03 0.02 -0.05
C -8.6778 -2.9800 -2.9665 -0.13 -0.10 0.04
C -7.6969 -2.4167 -3.7733 0.04 -0.04 -0.09
C -7.4687 -2.9285 -5.0506 -0.01 0.04 0.08
C -8.2413 -3.9829 -5.5228 -0.11 -0.12 0.02
C -6.3905 -2.3698 -5.9169 0.12 -0.01 -0.22
O -6.2018 -2.8177 -7.0312 -0.04 -0.02 0.02
C -5.5581 -1.2649 -5.3767 -0.07 -0.04 0.11
C -4.5131 -0.7667 -6.1430 0.13 0.08 -0.05
C -3.7353 0.2726 -5.6573 -0.09 -0.01 0.09
C -4.0002 0.8265 -4.4092 0.07 -0.04 -0.22
C -5.0375 0.3301 -3.6374 -0.01 0.03 0.03
C -5.8139 -0.7195 -4.1121 0.00 -0.03 -0.10
C -6.9030 -1.2618 -3.2568 0.06 0.15 0.20
O -7.1468 -0.7895 -2.1669 -0.06 -0.02 -0.01
H -9.8194 -5.3607 -5.0855 0.00 -0.01 0.00
H -10.1930 -4.4822 -2.8023 -0.01 0.00 0.00
H -8.8418 -2.5869 -1.9727 0.08 0.09 -0.02
H -8.0681 -4.3678 -6.5183 0.10 0.07 -0.01
H -4.3091 -1.1957 -7.1144 -0.09 -0.07 0.00
H -2.9171 0.6551 -6.2542 0.00 0.00 0.00
H -3.3968 1.6377 -4.0316 -0.01 -0.03 0.11
H -5.2368 0.7557 -2.6648 0.03 -0.07 0.04